{"formula": "C13H19Cl2NY", "method": "ωB97M-V/def2-TZVPD", "lumo_energy_ev": 3.04, "charge": -1, "gap_ev": 5.8, "spin_multiplicity": 1, "relative_energy_kj_mol": 4.1, "elements": ["Y", "Cl", "Cl", "C", "H", "H", "C", "C", "H", "C", "H", "C", "H", "H", "C", "H", "H", "C", "H", "H", "H", "H", "N", "C", "C", "C", "C", "C", "C", "H", "H", "H", "H", "H", "H", "H"], "xyz": [[0.95786, -0.43095, -0.30245], [1.18541, -2.91131, -0.57216], [1.98061, 1.21928, 1.30766], [2.36691, 0.20279, -1.68652], [2.76463, 1.20588, -1.54454], [2.94744, -0.48030, -2.29928], [-0.26353, 0.84919, -1.77692], [0.86285, 0.43085, -2.49796], [-0.05275, 1.58029, -0.96068], [0.59907, -0.69459, -3.55043], [1.15506, 1.29968, -3.11341], [-0.56006, -0.24355, -4.44353], [1.50473, -0.85408, -4.14689], [0.38126, -1.64089, -3.02663], [-1.82567, 0.02739, -3.63843], [-0.26262, 0.67651, -4.96387], [-0.75929, -0.98994, -5.22047], [-1.61670, 0.91856, -2.39367], [-2.57252, 0.49997, -4.28784], [-2.25718, -0.92822, -3.31884], [-1.82601, 1.96235, -2.66546], [-2.37200, 0.65654, -1.64223], [-0.23297, -1.39354, 2.07882], [-0.19533, -0.67328, 3.30132], [1.02091, -0.53303, 3.98099], [1.09249, 0.29944, 5.10142], [-0.05765, 0.94316, 5.57671], [-1.27660, 0.77634, 4.90545], [-1.34873, -0.01840, 3.75539], [0.34236, -2.23834, 2.07989], [-1.18286, -1.65224, 1.82027], [1.91521, -1.02326, 3.59127], [2.05226, 0.44611, 5.60100], [-0.00225, 1.57442, 6.46653], [-2.17603, 1.27034, 5.27686], [-2.28829, -0.13314, 3.20863]], "atomic_forces_ev_per_a": [[-1.7, -1.0, 3.1], [-0.1, -1.1, 0.1], [0.1, 0.5, 0.9], [0.0, 0.6, -2.3], [0.3, -0.1, -0.2], [0.3, 0.3, -0.3], [-2.6, -1.0, 3.8], [4.3, 0.6, -4.1], [-0.3, 0.3, -0.8], [-0.1, 0.5, 0.7], [0.6, -0.1, -0.4], [0.2, -0.1, 0.1], [-0.1, 0.1, 0.1], [-0.1, 0.1, -0.2], [-0.2, 0.0, 0.3], [0.1, 0.0, 0.1], [-0.1, 0.0, 0.0], [-0.3, 0.5, -0.2], [0.0, -0.1, 0.1], [0.1, 0.0, 0.0], [-0.2, 0.2, -0.3], [-0.1, 0.1, -0.2], [-0.1, -0.4, 0.2], [0.0, 0.1, -0.1], [-0.2, 0.4, 0.3], [-0.4, -0.3, -0.2], [-0.1, -0.1, -0.2], [0.3, -0.1, -0.1], [0.4, 0.1, 0.4], [-0.2, 0.3, -0.1], [0.3, 0.0, 0.0], [-0.3, 0.2, 0.1], [-0.3, -0.1, -0.1], [0.0, -0.2, -0.3], [0.3, -0.1, -0.1], [0.3, 0.1, 0.2]], "nbo_charge": [1.490, -0.666, -0.667, -0.947, 0.221, 0.210, -0.692, -0.317, 0.204, -0.398, 0.174, -0.394, 0.202, 0.207, -0.391, 0.183, 0.189, -0.382, 0.188, 0.187, 0.157, 0.188, -0.829, 0.181, -0.231, -0.184, -0.257, -0.197, -0.267, 0.406, 0.383, 0.226, 0.209, 0.204, 0.204, 0.205]}



{"formula": "C50H56F3Ge2IrN2O4S4", "method": "ωB97M-V/def2-TZVPD", "lumo_energy_ev": [1.90, 1.51], "s2": 8.782, "charge": -1, "gap_ev": [3.7, 5.9], "spin_multiplicity": 6, "relative_energy_kj_mol": 389.4, "elements": ["Ir", "C", "C", "C", "C", "C", "C", "C", "C", "C", "C", "C", "C", "C", "C", "C", "Ge", "S", "S", "Ge", "S", "S", "C", "C", "C", "C", "C", "C", "C", "C", "C", "C", "C", "C", "C", "C", "C", "C", "C", "C", "C", "C", "C", "C", "C", "C", "C", "C", "C", "C", "C", "C", "C", "C", "C", "H", "H", "H", "H", "H", "H", "H", "H", "H", "H", "H", "H", "H", "H", "H", "H", "H", "H", "H", "H", "H", "H", "H", "H", "H", "H", "H", "H", "H", "H", "H", "H", "H", "H", "H", "H", "H", "H", "H", "H", "H", "H", "H", "H", "H", "H", "H", "H", "H", "H", "O", "H", "H", "O", "F", "C", "F", "F", "C", "O", "O", "N", "N", "H", "H", "H", "H"], "xyz": [[3.53514, 0.26438, -1.85822], [-4.98502, 5.03635, -5.27145], [-4.41791, 4.58689, -3.95106], [-3.73207, 5.47462, -3.13910], [-3.21771, 5.07442, -1.90922], [-2.53371, 6.14532, -1.08857], [-3.36010, 3.73188, -1.46017], [-4.09322, 2.86200, -2.27381], [-4.44731, 1.49296, -1.86964], [-4.59910, 3.29128, -3.50552], [-2.78800, 3.47187, -0.07594], [-3.46825, 4.15870, 0.93551], [-2.92364, 4.32797, 2.19308], [-1.63084, 3.90240, 2.43196], [-0.91945, 3.19883, 1.46150], [-1.53249, 2.85697, 0.22367], [-0.53392, 1.48186, -0.87110], [1.53211, 1.62438, -1.73685], [0.10215, 0.11598, 0.81946], [-0.26181, -1.54973, -0.57396], [1.63094, -1.33240, -1.78969], [-1.64730, -0.28138, -1.79242], [-0.59107, -3.01509, 0.84357], [0.49435, -3.69098, 1.55849], [0.22394, -4.56029, 2.61720], [-1.04386, -4.85685, 3.01160], [-2.09074, -4.31913, 2.33435], [-1.91876, -3.42177, 1.27919], [-3.23977, -3.10107, 0.68845], [-3.97650, -1.96284, 1.02112], [-3.46819, -0.90736, 1.96384], [-5.26324, -1.81816, 0.50107], [-5.81447, -2.76243, -0.35464], [-7.19857, -2.59935, -0.92612], [-5.07722, -3.89148, -0.67798], [-3.80722, -4.07860, -0.15373], [-3.06134, -5.34431, -0.49963], [1.95241, -3.73492, 1.29067], [2.43280, -4.55124, 0.24960], [1.53010, -5.32530, -0.67830], [3.80826, -4.69374, 0.06832], [4.71514, -4.04766, 0.90517], [6.20193, -4.22330, 0.71565], [4.23291, -3.23993, 1.93026], [2.86191, -3.08181, 2.13854], [2.41534, -2.20586, 3.28202], [0.54858, 3.01500, 1.70872], [1.46840, 3.66436, 0.85182], [1.08444, 4.54996, -0.30712], [2.83798, 3.56414, 1.09239], [3.32566, 2.85213, 2.17353], [4.80869, 2.77553, 2.43116], [2.42343, 2.23015, 3.03404], [1.04740, 2.31415, 2.82875], [0.13625, 1.62508, 3.81221], [-4.77289, 6.09545, -5.46180], [-6.07436, 4.90327, -5.27587], [-4.54710, 4.44812, -6.08711], [-3.60986, 6.50127, -3.46499], [-2.51512, 7.11100, -1.60803], [-1.49742, 5.87367, -0.87293], [-3.06310, 6.32400, -0.14677], [-4.00248, 1.25050, -0.91033], [-4.13601, 0.77935, -2.63705], [-5.53739, 1.42347, -1.78893], [-5.16623, 2.60242, -4.12296], [-4.42740, 4.62081, 0.72839], [-3.46294, 4.88474, 2.94978], [-1.16726, 4.17324, 3.37201], [1.04740, -5.04536, 3.12991], [-1.21622, -5.54667, 3.82900], [-3.09379, -4.60337, 2.63246], [-2.47152, -1.13148, 2.35076], [-4.15184, -0.81988, 2.81994], [-3.42094, 0.06299, 1.45622], [-5.84568, -0.95573, 0.77467], [-7.66774, -1.66805, -0.59247], [-7.83265, -3.43868, -0.61208], [-7.14812, -2.58771, -2.02266], [-5.51057, -4.64114, -1.33092], [-3.64503, -5.99022, -1.16587], [-2.84511, -5.92212, 0.40727], [-2.11608, -5.09983, -1.00149], [0.46625, -5.19637, -0.46572], [1.75044, -6.39801, -0.59549], [1.70439, -5.00787, -1.71450], [4.17482, -5.33131, -0.72905], [6.42388, -4.88914, -0.12703], [6.64291, -4.65987, 1.62000], [6.67583, -3.25292, 0.52090], [4.93780, -2.73807, 2.58545], [2.80926, -1.18959, 3.14562], [2.80070, -2.60940, 4.22753], [1.32742, -2.13071, 3.35950], [0.01211, 4.63414, -0.46175], [1.52970, 4.18555, -1.23969], [1.45946, 5.56843, -0.12815], [3.53017, 4.07217, 0.43021], [5.37616, 3.32635, 1.67214], [5.14367, 1.73022, 2.41891], [5.03851, 3.21621, 3.41015], [2.81102, 1.68349, 3.88736], [0.71307, 1.09967, 4.58375], [-0.49393, 0.88541, 3.30471], [-0.50848, 2.34220, 4.32947], [3.62702, 0.22334, 0.20684], [3.64094, 0.98756, 0.81049], [3.66182, -0.55470, 0.78454], [3.98179, 2.02289, -1.83165], [8.14063, 1.55606, -1.83528], [7.67243, 0.92894, -2.92969], [8.16690, -0.32862, -2.91453], [8.19483, 1.54460, -3.99134], [6.12289, 0.91666, -2.95141], [5.57734, 1.44962, -3.90156], [5.57294, 0.33196, -1.95520], [3.23992, -2.41302, -2.63822], [4.27017, -1.70180, -1.95608], [3.52951, -3.33765, -2.97608], [2.92378, -1.89634, -3.45522], [5.15003, -1.70792, -2.47163], [4.39192, -2.05876, -1.00911]], "atomic_forces_ev_per_a": [[1.2, 3.8, -1.7], [0.0, 0.0, -0.1], [-0.1, 0.0, -0.2], [0.0, -0.3, 0.3], [0.1, 0.2, -0.1], [0.0, 0.2, 0.1], [0.2, 0.6, -0.3], [0.1, 0.6, -0.3], [-0.3, -0.6, 0.3], [0.2, 0.4, 0.2], [0.3, -0.3, -0.1], [0.0, -0.3, 0.2], [0.0, 0.0, 0.0], [-0.1, 0.1, -0.1], [-0.2, 0.0, -0.1], [-0.5, 0.8, 0.4], [0.4, -0.6, -0.4], [-1.7, 1.0, -0.8], [0.1, -0.3, 1.2], [-0.7, -0.7, 0.7], [-2.5, 0.6, 0.5], [-0.6, 0.2, -0.4], [-0.1, -1.5, 1.6], [-1.5, 0.2, -0.2], [0.5, 0.1, -0.2], [-0.1, -0.7, 0.8], [-0.4, 0.4, -0.1], [1.4, 0.2, 0.0], [-0.2, 0.5, -1.0], [0.0, -0.1, 0.0], [0.1, 0.1, 0.2], [0.1, -0.5, -0.3], [-0.2, 0.3, 0.1], [0.0, 0.0, 0.0], [0.2, 0.1, 0.3], [-0.1, -0.1, -0.3], [0.1, 0.0, 0.0], [0.5, 0.6, -1.0], [0.0, 0.2, 0.1], [-0.2, -0.1, -0.1], [0.0, 0.3, 0.4], [0.1, -0.1, -0.3], [0.0, 0.0, 0.0], [-0.3, -0.1, -0.3], [0.1, 0.1, -0.2], [-0.1, 0.1, 0.0], [0.6, 0.2, -0.2], [-0.3, 0.0, 0.1], [0.0, 0.4, -0.1], [-0.1, -0.2, 0.4], [0.1, 0.1, -0.2], [0.1, 0.1, 0.0], [-0.4, 0.1, -0.2], [0.2, -0.1, 0.1], [-0.1, -0.1, 0.2], [0.0, -0.2, 0.1], [0.2, 0.0, -0.2], [-0.2, 0.1, 0.1], [0.1, 0.0, 0.1], [0.0, -0.3, -0.1], [-0.2, 0.0, 0.2], [0.3, -0.1, -0.1], [0.0, -0.3, 0.0], [0.1, -0.1, 0.3], [0.0, -0.1, 0.1], [0.0, -0.1, 0.1], [0.0, -0.1, -0.2], [0.0, -0.1, 0.0], [0.2, -0.1, 0.0], [0.1, 0.1, -0.1], [0.0, 0.0, 0.0], [-0.1, 0.1, -0.1], [-0.1, 0.0, -0.1], [0.1, 0.1, -0.2], [0.0, -0.1, 0.1], [-0.1, 0.3, 0.1], [0.1, -0.1, -0.1], [0.0, 0.2, -0.2], [-0.1, 0.0, 0.2], [0.0, 0.0, 0.0], [0.0, 0.2, 0.1], [0.1, 0.1, -0.2], [-0.1, -0.2, 0.2], [0.2, 0.1, 0.0], [0.0, 0.2, -0.1], [-0.1, -0.1, 0.2], [0.0, 0.0, 0.0], [-0.1, 0.1, 0.2], [0.1, 0.1, -0.2], [0.1, -0.2, 0.1], [0.0, 0.0, 0.1], [-0.1, -0.1, 0.1], [-0.1, 0.2, -0.1], [0.2, 0.0, -0.1], [0.1, -0.1, 0.1], [0.0, 0.0, 0.2], [0.0, -0.2, 0.0], [0.0, -0.1, -0.1], [-0.1, -0.2, 0.1], [0.1, 0.2, 0.1], [0.1, -0.2, -0.1], [-0.1, 0.0, 0.1], [0.0, 0.1, -0.2], [0.0, 0.2, 0.1], [0.0, -0.2, -0.1], [0.8, -0.3, 3.5], [-0.3, 0.2, -0.4], [-0.3, 0.0, -0.2], [-1.0, 0.5, 0.2], [0.1, -0.1, 0.0], [-0.1, 0.1, 0.3], [0.0, -0.1, 0.0], [-0.1, -0.1, 0.0], [-0.7, 0.7, -1.0], [0.5, -0.5, 0.1], [2.6, -1.0, 0.0], [2.0, -2.6, -1.4], [-0.5, -1.7, -0.9], [0.1, -0.1, 0.4], [0.5, 0.1, 0.1], [-0.1, 0.1, 0.4], [-0.1, -0.4, -0.1]], "lowdin_charge": [1.101, -0.060, -0.283, -0.023, -0.188, -0.032, -0.089, -0.221, -0.091, -0.014, -0.184, -0.077, -0.077, -0.039, -0.218, -0.209, 0.140, 0.171, 0.272, 0.028, 0.320, 0.164, -0.176, -0.208, -0.062, -0.089, -0.068, -0.204, -0.145, -0.205, -0.030, -0.009, -0.277, -0.061, -0.021, -0.204, -0.035, -0.136, -0.206, -0.027, -0.035, -0.298, -0.057, -0.027, -0.213, -0.028, -0.172, -0.224, -0.072, -0.024, -0.307, -0.053, -0.029, -0.260, -0.065, 0.070, 0.078, 0.080, 0.106, 0.076, 0.070, 0.075, 0.044, 0.054, 0.088, 0.122, 0.120, 0.100, 0.110, 0.124, 0.104, 0.127, 0.062, 0.085, 0.077, 0.113, 0.071, 0.077, 0.080, 0.113, 0.074, 0.078, 0.081, 0.065, 0.086, 0.076, 0.114, 0.073, 0.080, 0.080, 0.123, 0.073, 0.088, 0.078, 0.039, 0.041, 0.090, 0.125, 0.082, 0.074, 0.080, 0.112, 0.075, 0.037, 0.066, -0.194, 0.054, 0.065, -0.530, 0.139, -0.541, 0.123, 0.148, -0.571, 0.073, -0.221, -0.287, -0.186, 0.104, 0.040, 0.115, 0.092]}



{"formula": "C7H9N", "method": "ωB97M-V/def2-TZVPD", "lumo_energy_ev": 0.71, "charge": 0, "gap_ev": 8.7, "spin_multiplicity": 1, "relative_energy_kj_mol": 720.4, "elements": ["C", "C", "C", "C", "C", "N", "C", "C", "H", "H", "H", "H", "H", "H", "H", "H", "H"], "xyz": [[0.39057, -0.46096, -0.14587], [-1.09911, -0.02446, 0.08982], [-0.75186, -1.00442, -0.97132], [-0.29957, -0.57466, 1.20900], [-1.61797, 1.35343, -0.10060], [2.57566, 0.55738, 0.37095], [1.38443, 0.65466, -0.69144], [2.15367, -0.46581, -0.48601], [2.31231, 0.37857, 1.34294], [-0.81224, -0.65251, -1.99623], [-1.02601, -2.04934, -0.83259], [-0.00861, 0.12751, 1.98450], [-0.51760, -1.57664, 1.57679], [2.54925, -1.38817, -0.88053], [-1.18090, 1.78555, -1.00627], [-2.70586, 1.34524, -0.20203], [-1.34616, 1.99462, 0.73890]], "atomic_forces_ev_per_a": [[-0.4, 0.0, 0.3], [0.4, -0.2, -0.2], [-0.1, 0.1, 0.1], [0.1, -0.1, -0.1], [0.1, 0.0, 0.0], [-0.3, -0.5, -0.2], [-0.1, 0.1, -0.2], [0.3, 0.8, 0.2], [0.0, 0.0, -0.1], [0.0, 0.0, 0.0], [0.1, 0.0, 0.0], [0.0, 0.0, 0.0], [0.0, 0.0, 0.0], [-0.2, -0.2, 0.2], [0.0, 0.0, 0.0], [0.1, 0.0, 0.0], [0.0, 0.0, 0.0]], "nbo_charge": [-0.162, 0.090, -0.386, -0.394, -0.635, -0.623, -0.074, 0.061, 0.334, 0.228, 0.209, 0.218, 0.204, 0.235, 0.241, 0.229, 0.224]}



{"formula": "C19H22FO", "method": "ωB97M-V/def2-TZVPD", "lumo_energy_ev": -5.00, "charge": 1, "gap_ev": 7.2, "spin_multiplicity": 1, "relative_energy_kj_mol": 0.0, "elements": ["C", "C", "O", "C", "C", "C", "C", "H", "H", "H", "H", "H", "H", "H", "H", "H", "H", "H", "H", "F", "C", "C", "C", "C", "C", "C", "C", "C", "C", "C", "C", "C", "C", "H", "H", "H", "H", "H", "H", "H", "H", "H", "H"], "xyz": [[3.26300, -1.94870, -2.30046], [2.18388, -0.93605, -2.54636], [1.21447, -1.17663, -1.48906], [0.23406, -0.37792, -1.30337], [-0.97508, -0.86229, -0.55924], [-2.07568, -0.69178, -1.59283], [-0.83627, -2.35888, -0.21944], [4.06807, -1.82036, -3.02374], [3.69008, -1.84254, -1.29884], [2.88566, -2.96903, -2.41092], [2.55058, 0.09585, -2.47525], [1.66630, -1.11027, -3.49933], [0.24169, 0.59198, -1.81621], [-3.04481, -0.97395, -1.15891], [-2.11441, 0.33234, -1.98012], [-1.86118, -1.36712, -2.43564], [-1.70946, -2.67793, 0.36522], [-0.83170, -2.94202, -1.15154], [0.07737, -2.58548, 0.34445], [3.06124, -1.08117, 4.38452], [2.10309, -0.86236, 3.42865], [0.88010, -1.50839, 3.55750], [-0.11185, -1.18661, 2.63574], [0.10447, -0.27749, 1.59038], [-1.09098, -0.00004, 0.65339], [-1.38698, 1.48675, 0.35784], [-2.71859, 1.81964, 0.04543], [-3.07702, 3.10410, -0.35501], [-2.09711, 4.09766, -0.44256], [-0.80069, 3.80912, -0.01897], [-0.45544, 2.51598, 0.40408], [1.38724, 0.23070, 1.41805], [2.37646, 0.02578, 2.39610], [0.69827, -2.24491, 4.33243], [-1.09100, -1.66485, 2.71750], [-1.97081, -0.35125, 1.20804], [-3.48833, 1.04357, 0.09670], [-4.10876, 3.31296, -0.62966], [-2.34925, 5.08538, -0.82198], [-0.03521, 4.58362, -0.02366], [0.55583, 2.34747, 0.76348], [1.64776, 0.80293, 0.52671], [3.34101, 0.53219, 2.32688]], "atomic_forces_ev_per_a": [[0.5, -0.3, -0.1], [0.9, 0.1, -0.4], [-2.2, 1.1, 0.3], [0.7, -1.7, -0.4], [1.4, -0.9, -1.0], [-0.3, 0.1, -0.9], [0.0, -0.1, -0.1], [0.0, 0.1, 0.0], [-0.1, 0.1, -0.1], [0.0, 0.2, 0.0], [-0.2, -0.2, 0.0], [0.1, 0.2, 0.3], [0.1, 0.0, 0.2], [0.3, 0.1, -0.1], [-0.3, -0.2, 0.1], [-0.3, 0.2, 0.2], [0.2, 0.1, -0.1], [0.0, 0.1, 0.3], [-0.3, 0.1, -0.2], [-0.8, 0.2, -0.9], [0.6, 0.2, 0.8], [-0.1, 0.2, -0.5], [0.0, 0.2, 0.2], [-0.5, -0.4, 0.0], [0.1, 1.3, 2.1], [-0.5, -0.2, 0.2], [0.0, 0.0, -0.1], [0.3, -0.2, -0.1], [0.1, -0.2, 0.2], [-0.1, -0.2, 0.0], [0.1, 0.4, -0.3], [0.3, 0.0, 0.4], [-0.1, -0.3, -0.4], [0.1, 0.2, 0.0], [0.3, 0.2, 0.1], [0.1, -0.1, -0.2], [0.2, 0.3, 0.0], [0.2, 0.0, 0.1], [0.1, -0.2, 0.2], [-0.2, -0.1, 0.0], [-0.3, 0.1, -0.1], [0.0, 0.1, 0.4], [-0.3, -0.3, 0.1]], "nbo_charge": [-0.639, -0.083, -0.382, 0.615, -0.151, -0.609, -0.615, 0.248, 0.235, 0.235, 0.210, 0.217, 0.213, 0.256, 0.239, 0.224, 0.238, 0.224, 0.243, -0.316, 0.407, -0.259, -0.176, -0.051, -0.257, -0.054, -0.221, -0.184, -0.200, -0.212, -0.188, -0.216, -0.268, 0.251, 0.220, 0.249, 0.214, 0.230, 0.232, 0.227, 0.211, 0.198, 0.246]}